Model a:
Entry from the OMol25 dataset: a 2-piece molecular cluster, CH4N3 overall (ωB97M-V with the def2-TZVPD basis set).

CARTESIAN COORDINATES (ANGSTROEM)
N -0.82276 -1.30009 0.19489
H 0.86081 -0.29428 -0.84544
N -0.64349 0.94222 0.04219
H -2.35812 -0.63852 -0.02100
H -0.98681 -2.27681 -0.19144
C -0.03968 -0.48150 -0.34717
N -2.03831 0.82360 0.07322
H -0.45410 1.98395 0.06262

frontier orbital gap (spin up / spin down) = 0.3386 / 0.3386 hartree
charge = +1
multiplicity = 1
HOMO (spin up / spin down) = -16.30 / -16.30 eV

Model b:
Entry from the OMol25 dataset: an isolated ion of composition CH4N3 and charge +1 (ωB97M-V with the def2-TZVPD basis set).

CARTESIAN COORDINATES (ANGSTROEM)
H 0.02391 0.74656 -1.27457
N 1.87525 0.21553 1.16591
H -0.97390 1.22516 0.35661
H -1.07559 -1.07652 0.63009
H -0.18395 -1.46341 -0.84443
N -0.58195 -0.80413 -0.16629
C -0.21446 0.48316 -0.23690
N 1.13067 0.67364 0.36958

frontier orbital gap (spin up / spin down) = 0.3387 / 0.3387 hartree
charge = +1
multiplicity = 1
HOMO (spin up / spin down) = -16.41 / -16.41 eV
structure (SMILES) = N#[N+]CN

The winner here is model b, beating the second structure by 0.1386 hartree.

Model a:
Entry from the OMol25 dataset: C3H14NOPbS as an isolated structure (ωB97M-V with the def2-TZVPD basis set).

CARTESIAN COORDINATES (ANGSTROEM)
O 0.86052 0.68276 0.75336
H 2.88628 -0.42523 2.12235
S 0.63476 0.49927 2.36535
H 0.80608 1.42845 -1.79154
H -2.55868 -1.25769 -4.71765
H 0.47324 2.84834 2.71117
C 2.00606 -0.66572 2.74035
Pb -0.95613 -0.27254 0.12152
H 1.64130 -1.68128 2.52225
H 1.47342 -0.07842 -1.88052
H -2.61960 -1.46008 -2.93303
H -3.47172 -2.58712 -3.98814
H 1.47563 2.15788 3.99334
H 2.24177 -0.61937 3.81190
H 0.18198 0.30384 -2.85552
C -3.17012 -1.54160 -3.86671
N 0.59733 0.43720 -1.90857
H 2.17598 2.35997 2.34237
H -1.91142 -1.33735 1.30522
C 1.27008 2.11717 2.91772
H -4.03675 -0.90849 -3.76524

frontier orbital gap = 0.2466 hartree
charge = +1
multiplicity = 1
HOMO = -11.10 eV

Model b:
Entry from the OMol25 dataset: C3H14NOPbS as an isolated structure (ωB97M-V with the def2-TZVPD basis set).

CARTESIAN COORDINATES (ANGSTROEM)
H 1.11268 -0.87643 -1.21379
C 0.27111 0.72934 2.29538
H 0.34202 1.66633 -4.97520
H 0.42790 -1.96440 3.34961
H -1.38275 -1.71919 3.25011
H 1.02404 1.23914 1.68411
H -0.55863 -2.95249 2.24315
O 0.73333 -1.16029 0.48716
C -0.47558 -1.96960 2.69491
H 0.68947 0.42687 3.27231
H 1.50869 -1.77085 -2.69521
H -1.63507 2.85250 -1.23337
H -1.88244 1.65191 0.00903
H -0.41793 1.55435 -1.19428
H 2.45258 -0.45168 -2.37002
C -1.49993 1.83851 -0.99465
Pb 0.78105 -0.12024 -4.64784
S -0.35291 -0.70356 1.42020
H -0.57480 1.40910 2.42513
N 1.49198 -0.85923 -2.22799
H -2.05479 1.17991 -1.57876

frontier orbital gap = 0.2348 hartree
charge = +1
multiplicity = 1
HOMO = -12.01 eV

The winner here is model b, beating the second structure by 0.0135 hartree.